{
  "formula": "C32H58N6O5S5",
  "method": "ωB97M-V with the def2-TZVPD basis set",
  "mol_weight_g_mol": 767.2,
  "e_lumo_ha": 0.011,
  "e_homo_ev": -7.9,
  "largest_force_ha_per_bohr": 0.0807,
  "homo_lumo_gap_ev": 8.2064,
  "relative_energy_kcal_mol": 21.6,
  "species": ["C", "S", "O", "C", "H", "H", "H", "H", "H", "H", "C", "S", "O", "C", "H", "H", "H", "H", "H", "H", "C", "S", "O", "C", "H", "H", "H", "H", "H", "H", "C", "S", "O", "C", "H", "H", "H", "H", "H", "H", "C", "S", "O", "C", "H", "H", "H", "H", "H", "H", "C", "C", "N", "H", "H", "H", "N", "C", "C", "C", "C", "H", "H", "H", "H", "H", "N", "C", "C", "C", "C", "H", "H", "H", "H", "H", "N", "C", "C", "C", "C", "H", "H", "H", "H", "H", "N", "C", "C", "C", "C", "H", "H", "H", "H", "H", "N", "C", "C", "C", "C", "H", "H", "H", "H", "H"],
  "coordinates": [[-5.0252, 5.3163, -4.4173], [-5.4337, 5.7870, -2.6098], [-4.1529, 6.2530, -1.9425], [-6.4282, 7.2710, -3.0640], [-4.5833, 4.3200, -4.4359], [-4.2616, 6.0161, -4.7567], [-5.8618, 5.2992, -5.1158], [-7.3875, 6.9716, -3.4861], [-5.7635, 7.9132, -3.6419], [-6.5937, 7.9692, -2.2435], [2.9173, -0.9271, 8.8405], [1.1693, -1.1495, 8.2013], [1.1092, -0.1651, 7.0401], [1.4883, -2.7287, 7.3273], [3.1234, -1.9583, 9.1272], [2.9986, -0.2058, 9.6537], [3.5878, -0.6671, 8.0214], [2.3709, -2.6323, 6.6950], [0.6619, -2.9492, 6.6516], [1.7546, -3.5111, 8.0380], [-0.2703, -6.9636, -4.6657], [-1.0840, -7.0885, -3.0191], [-1.7183, -5.7264, -2.7667], [-2.3925, -8.3573, -3.5161], [-0.9827, -6.6465, -5.4272], [-0.0769, -8.0218, -4.8415], [0.6743, -6.4212, -4.7069], [-2.6941, -8.8932, -2.6162], [-1.9560, -9.1515, -4.1218], [-3.1985, -7.8834, -4.0762], [7.5718, -2.7325, -4.0892], [7.7509, -2.9402, -5.9216], [6.5462, -2.1764, -6.4514], [9.1219, -1.7779, -6.1470], [6.6360, -3.1851, -3.7612], [7.3993, -1.7002, -3.7847], [8.3644, -3.2817, -3.5810], [8.9591, -0.9014, -5.5198], [9.1981, -1.4081, -7.1696], [9.9886, -2.2519, -5.6863], [-7.1205, 2.0950, 6.8489], [-6.1184, 1.0498, 5.6359], [-6.7378, -0.3668, 5.8101], [-7.0467, 1.5781, 4.1541], [-7.2635, 3.0759, 6.3956], [-6.6767, 2.2019, 7.8387], [-8.1336, 1.7085, 6.9602], [-6.4598, 1.1999, 3.3170], [-7.1665, 2.6615, 4.1503], [-7.9791, 1.0179, 4.0840], [-0.6194, 0.6954, 0.2649], [0.3777, -0.3402, 0.3909], [1.1846, -1.1191, 0.5818], [-0.2636, 1.6217, -0.1860], [-0.8875, 0.9408, 1.2925], [-1.4114, 0.3687, -0.4089], [-3.3548, 8.5922, 7.5418], [-2.8494, 7.3902, 7.1747], [-2.7083, 7.3858, 5.8121], [-3.1494, 8.6449, 5.3421], [-3.5856, 9.3442, 6.3952], [-3.4218, 8.8067, 8.5265], [-2.6835, 6.6348, 7.9285], [-2.3456, 6.5758, 5.1967], [-3.2456, 9.0752, 4.3562], [-4.1103, 10.2765, 6.5431], [4.6759, 2.6830, 3.9351], [4.7822, 4.0112, 3.5228], [6.0239, 4.1277, 2.9703], [6.7321, 2.8879, 3.0613], [5.8137, 1.9766, 3.6936], [3.9106, 2.3330, 4.4936], [3.9493, 4.6827, 3.6706], [6.5626, 5.0079, 2.6518], [7.6984, 2.6209, 2.6598], [5.9534, 0.9280, 3.9108], [3.7949, -8.4513, 2.5022], [3.3551, -9.3343, 3.4505], [4.2475, -10.4421, 3.3483], [5.0864, -10.2040, 2.2678], [4.8151, -8.9379, 1.7658], [3.4408, -7.5126, 2.3863], [2.6275, -9.0070, 4.1784], [4.2894, -11.3330, 3.9573], [5.8766, -10.8428, 1.9020], [5.2034, -8.3738, 0.9307], [-4.7525, -1.9734, -6.0624], [-4.1176, -1.4486, -7.1102], [-4.9089, -1.7151, -8.2444], [-6.1443, -2.2928, -7.7352], [-5.9609, -2.5679, -6.4049], [-4.3983, -2.0227, -5.1178], [-3.1798, -0.9395, -6.9437], [-4.6691, -1.4134, -9.2533], [-7.0353, -2.5733, -8.2773], [-6.6434, -3.0280, -5.7057], [2.7389, 2.2768, -6.7372], [2.2192, 3.1935, -7.6062], [1.7453, 4.2588, -6.8472], [2.0553, 4.0534, -5.5392], [2.6606, 2.8098, -5.4426], [3.1333, 1.3731, -6.9560], [2.3039, 3.0719, -8.6759], [1.4747, 5.2519, -7.1740], [1.8397, 4.7894, -4.7788], [3.0499, 2.2472, -4.6070]],
  "forces_ev_per_a": [[0.33, 0.19, 0.83], [0.66, 0.33, -0.47], [-1.40, -0.37, -1.09], [0.96, 0.44, 0.40], [-0.02, 0.02, 0.38], [-0.10, 0.15, 0.09], [-0.27, 0.27, 0.40], [0.30, 0.08, -0.34], [-0.27, -0.35, -0.93], [-0.20, -0.77, 0.74], [-0.90, -1.08, -0.25], [1.64, 1.29, -2.16], [-0.55, -0.63, 1.25], [0.71, 0.11, 0.24], [0.52, 0.21, 0.61], [-0.27, -0.22, -0.06], [-0.38, 0.10, -0.17], [0.05, 0.51, -0.02], [-0.20, -0.05, 0.50], [-0.60, -0.20, 0.05], [-0.61, -1.26, 0.24], [-0.57, 1.51, -0.56], [0.35, -1.86, -0.22], [0.81, 0.27, 0.04], [0.01, 0.30, 0.18], [0.37, -0.05, -0.34], [-0.34, 0.19, 0.45], [-0.35, 0.58, 0.13], [0.33, 0.27, -0.24], [-0.02, 0.07, 0.31], [-0.25, -0.60, -0.21], [-1.81, 2.05, 0.38], [0.96, -1.03, 0.14], [0.02, 0.20, 1.21], [-0.06, -0.51, -0.56], [0.78, 0.20, -0.35], [0.21, 0.43, 0.11], [-0.44, 0.04, -0.02], [0.17, -0.69, -0.02], [0.41, -0.08, -0.68], [0.13, 0.27, -0.70], [-3.52, -1.98, 0.94], [1.73, 1.89, -0.02], [0.69, -0.05, -0.07], [0.38, 0.18, 0.10], [0.30, -0.22, -0.26], [0.22, -0.60, -0.21], [0.17, 0.42, -0.10], [0.00, -0.12, -0.32], [-0.09, 0.22, 0.63], [-0.12, 0.47, -0.19], [-0.13, 0.79, -0.31], [0.83, -0.97, 0.11], [0.52, -0.17, 0.03], [-0.73, -0.02, -0.22], [-0.35, -0.11, 0.58], [-0.20, -0.22, -0.03], [0.24, -0.45, -0.20], [0.35, -0.56, -0.30], [-0.34, 0.15, -1.10], [-0.41, 0.96, 2.82], [-0.38, 0.53, -0.48], [0.21, -0.01, -0.21], [0.01, 0.03, 0.16], [0.22, -0.55, -0.20], [0.30, 0.12, -0.46], [-0.38, 0.26, 0.31], [0.08, -1.41, 0.32], [1.57, 0.06, -0.03], [-2.58, -1.52, 1.12], [1.89, 1.96, -1.43], [0.07, 0.04, -0.27], [0.26, 0.02, -0.04], [-0.58, 0.24, -0.24], [-0.06, 0.19, 0.15], [-0.30, 0.15, 0.12], [-0.87, 0.86, 0.07], [2.02, -0.91, -0.05], [-1.83, 0.82, 0.62], [0.98, 0.73, -0.92], [0.10, -0.81, 0.08], [-0.10, -0.29, 0.03], [0.02, -0.34, -0.08], [-0.30, 0.14, 0.05], [-0.12, -0.05, 0.05], [0.09, -0.15, 0.14], [-1.21, -1.33, 2.14], [-0.45, -0.34, -1.91], [-0.39, 0.77, 1.49], [1.16, -0.57, -0.58], [0.44, 1.32, -0.49], [0.12, 0.14, -0.29], [-0.01, -0.13, -0.37], [-0.16, -0.01, 0.10], [0.21, 0.00, -0.20], [0.32, 0.14, 0.13], [-0.10, 0.93, 1.34], [-0.30, 0.35, 0.09], [0.53, 0.65, -2.62], [0.57, -1.25, 2.01], [-0.03, -0.34, -0.59], [-0.11, 0.31, -0.04], [-0.20, -0.09, 0.13], [-0.42, -0.30, -0.54], [0.18, -0.37, 0.28], [-0.12, 0.09, -0.06]],
  "lowdin_charge": [-0.2353, 0.8225, -0.5796, -0.2772, 0.0353, 0.0463, 0.0440, 0.0499, 0.0480, 0.0460, -0.2407, 0.8433, -0.6036, -0.2743, 0.0274, 0.0443, 0.0534, 0.0531, 0.0526, 0.0443, -0.2662, 0.8345, -0.5901, -0.2417, 0.0559, 0.0281, 0.0514, 0.0372, 0.0369, 0.0538, -0.2598, 0.8329, -0.5930, -0.2781, 0.0449, 0.0566, 0.0455, 0.0477, 0.0567, 0.0466, -0.2469, 0.8670, -0.6111, -0.2746, 0.0302, 0.0401, 0.0529, 0.0404, 0.0440, 0.0578, -0.0761, -0.3035, 0.1265, 0.0834, 0.0867, 0.0833, -0.0024, -0.1578, -0.1097, -0.1283, -0.1474, 0.1448, 0.1075, 0.0896, 0.0975, 0.1064, -0.0181, -0.1274, -0.1430, -0.0926, -0.1275, 0.1442, 0.1033, 0.0865, 0.0776, 0.0969, -0.0276, -0.1096, -0.1129, -0.1355, -0.1428, 0.1493, 0.0984, 0.0854, 0.0896, 0.1059, -0.0244, -0.1527, -0.0888, -0.1186, -0.1345, 0.1481, 0.1077, 0.0772, 0.0837, 0.1023, 0.0070, -0.1358, -0.1490, -0.1422, -0.1153, 0.1461, 0.1018, 0.0933, 0.0962, 0.0981]
}